1) 10
Properties=species:S:1:pos:R:3:lowdin_charge:R:1 method="wB97M-V/def2-TZVPD" charge=0 homo_lumo_gap_ha=0.3296
S 1.390 0.488 -0.262 1.02
O 0.956 -1.193 0.489 -0.33
O 1.515 1.272 0.876 -0.38
O -0.140 0.728 -0.911 -0.45
C -1.343 0.994 -0.136 -0.10
C 1.413 -2.153 -0.234 -0.05
H 1.108 -2.997 0.332 -0.01
H -1.867 1.923 -0.526 0.11
H -1.981 0.160 -0.560 0.10
H -1.051 0.779 0.933 0.10

2) 10
Properties=species:S:1:pos:R:3:lowdin_charge:R:1 method="wB97M-V/def2-TZVPD" charge=0 homo_lumo_gap_ha=0.3436
S 2.506 0.436 0.103 0.54
O -0.364 0.066 1.469 0.07
O 0.196 -1.247 -0.486 0.04
O -1.837 0.605 -0.390 0.03
C -0.686 0.861 0.308 -0.32
C 0.348 -0.179 0.275 -0.60
H -0.060 -2.040 0.024 0.15
H -2.055 -0.397 -0.492 0.16
H 2.396 0.040 -1.195 -0.20
H -0.443 1.856 0.385 0.13

Most favorable first, least favorable last: 2), 1)